# 1
C6H8N2 | wB97M-V/def2-TZVPD

Structure (XYZ):
```
16
Properties=species:S:1:pos:R:3:mulliken_charge:R:1
N -1.480 0.944 0.068 -0.5330
H -0.282 2.021 1.147 0.2937
H 0.542 -1.422 -1.368 0.3281
H -0.410 -1.108 1.684 0.1835
H -1.724 0.497 0.955 0.3476
C -0.075 1.377 0.187 -0.8115
H 1.132 -1.799 1.079 0.2997
C 0.018 -0.852 -0.525 -0.0692
H -1.283 -0.014 -1.863 0.3236
H -2.137 -0.975 -0.737 0.3405
C -1.322 -0.289 -0.808 -0.7483
H 0.474 1.916 -0.580 0.3749
N 3.202 0.420 -0.514 -0.4609
C 2.231 0.222 0.023 -0.1521
C 0.799 0.129 0.368 1.1554
C 0.316 -1.066 0.883 -0.8720
```

Its spin multiplicity is 1. For the frontier orbital gap, the calculation gives 10.81 eV. Its net charge is 0. The energy above the lowest of the compared OMol25 structures with the same formula, charge and spin comes out at 2.357 eV.

=====

# 2
C6H8N2 | wB97M-V/def2-TZVPD

Structure (XYZ):
```
16
Properties=species:S:1:pos:R:3:mulliken_charge:R:1
C 0.203 -0.243 -0.238 -0.3042
C 2.273 0.389 0.073 -0.5227
C -2.380 -0.696 0.026 -0.8963
C -1.115 1.595 -0.061 -0.3913
N 0.900 0.908 -0.323 0.4329
H -1.829 2.314 0.085 0.5216
H 1.378 -1.766 0.925 0.2235
C -1.112 0.138 -0.104 0.5697
H 2.725 0.633 0.963 0.2839
H -3.147 -0.242 -0.670 0.2949
H 3.235 0.501 -0.632 0.2034
H -1.965 -1.712 -0.505 0.2438
H -2.803 -0.955 1.119 0.2159
H 1.934 -1.846 -0.766 0.2207
C 1.566 -1.049 0.017 -0.3549
N 0.137 2.032 0.091 -0.7408
```

Its spin multiplicity is 1. For the frontier orbital gap, the calculation gives 9.43 eV. Its net charge is 0. The energy above the lowest of the compared OMol25 structures with the same formula, charge and spin comes out at 3.884 eV.

=====

# 3
C6H8N2O | wB97M-V/def2-TZVPD

Structure (XYZ):
```
17
Properties=species:S:1:pos:R:3:mulliken_charge:R:1
C -0.460 0.067 -0.046 0.4799
C 1.441 -1.375 -0.550 -0.8024
O 0.388 1.048 -2.054 -0.4931
H -0.992 2.624 0.074 0.4833
C -1.579 -1.020 1.409 -0.4919
H 2.369 -0.918 -0.295 0.2760
H 1.255 -1.262 -1.814 0.2712
C -0.156 2.603 -0.354 -1.6059
H 0.446 3.022 0.442 0.3396
H -0.161 -2.750 1.595 0.2594
N -1.505 0.182 0.727 -0.6643
C -0.476 -1.767 1.024 -0.0343
H 1.533 -2.550 -0.279 0.3007
H 0.066 3.063 -1.180 0.4527
H -2.448 -1.192 2.097 0.3689
C 0.084 1.252 -0.928 0.6526
N 0.195 -1.028 0.132 0.2076
```

Its spin multiplicity is 1. For the frontier orbital gap, the calculation gives 9.78 eV. Its net charge is 0. The energy above the lowest of the compared OMol25 structures with the same formula, charge and spin comes out at 2.753 eV.

=====

# 4
C6H8N2O | wB97M-V/def2-TZVPD

Structure (XYZ):
```
17
Properties=species:S:1:pos:R:3:mulliken_charge:R:1
C -1.303 1.052 -0.351 -0.7467
H 1.810 1.810 0.155 0.2128
H -1.331 -2.081 -0.333 0.3288
C -0.225 1.790 -0.005 -0.1057
H -2.366 1.353 -0.118 0.3325
N -0.716 -1.657 -1.066 -0.7489
C 1.491 -0.024 -0.476 0.0063
H 0.166 -0.269 1.731 0.2602
H -0.351 2.863 0.375 0.2914
C 0.252 -0.908 -0.247 0.8904
C -0.798 -0.171 -1.005 0.0660
H 0.915 -1.913 1.492 0.2834
H -0.297 0.139 -1.969 0.3503
C 0.045 -1.281 1.187 -1.2159
H -0.990 -1.553 1.394 0.4536
N 1.069 1.237 -0.100 -0.0591
O 2.629 -0.387 -0.662 -0.5994
```

Its spin multiplicity is 1. For the frontier orbital gap, the calculation gives 9.36 eV. Its net charge is 0. The energy above the lowest of the compared OMol25 structures with the same formula, charge and spin comes out at 3.583 eV.

=====

# 5
C6H8N2O2 | wB97M-V/def2-TZVPD

Structure (XYZ):
```
18
Properties=species:S:1:pos:R:3:mulliken_charge:R:1
C 0.380 0.210 1.093 -0.0031
C -0.337 1.360 1.172 -0.3969
H 0.777 -0.134 2.110 0.2919
H -0.612 1.607 2.230 0.3040
H -0.758 1.456 -2.062 0.2609
H 1.831 -3.482 1.336 0.3360
H 0.249 -2.562 -0.394 0.3532
C 0.045 -2.802 0.671 -0.6464
H 1.422 -1.178 -0.054 0.3931
H -0.985 -2.508 0.946 0.2177
H 0.504 -3.211 2.651 0.2414
N -0.555 1.073 -1.104 -0.1313
O 0.699 -0.520 -2.201 -0.5894
C -0.847 1.959 -0.022 0.3052
N 0.733 -0.370 -0.087 -0.2283
C 0.885 -3.180 1.601 -0.4988
C 0.238 -0.051 -1.233 0.3902
O -1.432 3.034 -0.065 -0.5992
```

Its spin multiplicity is 1. For the frontier orbital gap, the calculation gives 10.01 eV. Its net charge is 0. The energy above the lowest of the compared OMol25 structures with the same formula, charge and spin comes out at 1.913 eV.

=====

# 6
C6H8N2O2 | wB97M-V/def2-TZVPD

Structure (XYZ):
```
18
Properties=species:S:1:pos:R:3:mulliken_charge:R:1
H -2.404 -0.814 -0.720 0.4313
H -0.785 1.983 -2.322 0.2847
C 1.285 0.241 0.593 -0.5839
O -1.325 -0.637 -2.788 -0.3232
C 0.644 1.077 -0.471 -0.9084
N -1.456 1.531 -1.834 -0.1185
H -1.009 -2.394 0.872 0.3182
H 0.407 2.092 -0.197 0.4363
C -0.731 -1.269 0.817 -0.4524
C 0.788 -0.946 0.990 -0.5170
O -2.271 0.744 -2.518 -0.3107
C -1.270 -0.760 -0.481 -0.0557
H 1.344 0.965 -1.203 0.3660
H -1.416 -0.713 1.572 0.2587
H 1.145 -1.619 1.814 0.3163
C -0.669 0.561 -0.954 0.6440
N -0.531 -0.781 -1.710 -0.2019
H 2.245 0.484 0.904 0.4160
```

Its spin multiplicity is 1. For the frontier orbital gap, the calculation gives 9.77 eV. Its net charge is 0. The energy above the lowest of the compared OMol25 structures with the same formula, charge and spin comes out at 8.369 eV.

=====

# 7
C6H8N2O2 | wB97M-V/def2-TZVPD

Structure (XYZ):
```
18
Properties=species:S:1:pos:R:3:mulliken_charge:R:1
C 1.886 -0.541 -0.361 0.2737
H 1.758 0.124 -2.455 0.2777
C -1.126 -0.804 0.027 -0.5285
H 0.037 1.643 -1.993 0.4292
H -0.901 -1.186 -0.961 0.5678
H 0.519 1.095 1.031 0.3246
C -1.315 0.704 0.384 -0.2919
C 1.521 0.268 -1.387 -0.6615
N 2.540 -0.968 0.485 0.5896
N -1.446 -1.690 0.919 0.3010
H -0.284 2.476 0.008 0.3917
C 0.546 1.219 -1.190 -0.3359
H -1.430 0.838 1.452 0.2594
H -2.204 1.144 -0.251 0.2816
O -1.439 -2.909 0.846 -0.6556
H -1.673 -1.417 1.858 0.2150
C -0.057 1.504 0.168 -0.7764
O 3.068 -1.500 1.419 -0.6614
```

Its spin multiplicity is 1. For the frontier orbital gap, the calculation gives 8.76 eV. Its net charge is 0. The energy above the lowest of the compared OMol25 structures with the same formula, charge and spin comes out at 7.371 eV.

=====

Q: frontier orbital gap of number 2 (C6H8N2)?
A: 9.43 eV

=====

Please write out number 5 again, unchanged.
C6H8N2O2 | wB97M-V/def2-TZVPD

Structure (XYZ):
```
18
Properties=species:S:1:pos:R:3:mulliken_charge:R:1
C 0.380 0.210 1.093 -0.0031
C -0.337 1.360 1.172 -0.3969
H 0.777 -0.134 2.110 0.2919
H -0.612 1.607 2.230 0.3040
H -0.758 1.456 -2.062 0.2609
H 1.831 -3.482 1.336 0.3360
H 0.249 -2.562 -0.394 0.3532
C 0.045 -2.802 0.671 -0.6464
H 1.422 -1.178 -0.054 0.3931
H -0.985 -2.508 0.946 0.2177
H 0.504 -3.211 2.651 0.2414
N -0.555 1.073 -1.104 -0.1313
O 0.699 -0.520 -2.201 -0.5894
C -0.847 1.959 -0.022 0.3052
N 0.733 -0.370 -0.087 -0.2283
C 0.885 -3.180 1.601 -0.4988
C 0.238 -0.051 -1.233 0.3902
O -1.432 3.034 -0.065 -0.5992
```

Its spin multiplicity is 1. For the frontier orbital gap, the calculation gives 10.01 eV. Its net charge is 0. The energy above the lowest of the compared OMol25 structures with the same formula, charge and spin comes out at 1.913 eV.